(1)
Below is an isolated ion of composition C5H15N2 and charge +1, with properties calculated with ωB97M-V/def2-TZVPD.

Element x y z (Å)
C -2.5431 1.1710 -0.5760
N -1.1303 1.3243 -0.2678
C -0.7273 0.7000 0.9876
C -0.5363 -0.7959 0.7987
C 0.3239 -1.1528 -0.4320
C 1.5494 -0.3094 -0.6799
N 2.7152 -0.8850 0.1295
H -2.8026 0.1360 -0.8065
H -2.7694 1.7251 -1.4907
H -3.1980 1.5781 0.1872
H -0.8543 2.2954 -0.2343
H 0.1965 1.1981 1.2900
H -1.4619 0.8571 1.7779
H -0.1632 -1.2794 1.7123
H -1.4942 -1.2614 0.6639
H -0.3166 -1.1059 -1.3000
H 0.6355 -2.1993 -0.3588
H 1.5611 0.7466 -0.4218
H 1.8613 -0.4326 -1.7073
H 3.5690 -0.3498 -0.0461
H 2.8508 -1.8438 -0.1881
H 2.5316 -0.8790 1.1323

Results
- largest force on an atom (eV/Å) = 0.9
- total charge = +1
- M (Da) = 103.189
- orbital gap (eV) = 8.5
- total energy (Ha) = -308.75834
- structure (SMILES) = CNCCCC[NH3+]

These are the Löwdin partial charges, in e, on atoms 1 to 5: -0.11 -0.13 -0.25 -0.18 -0.18

(2)
Below is an isolated ion of composition C5H15N2 and charge +1 in a non-equilibrium geometry, with properties calculated with ωB97M-V/def2-TZVPD.

Element x y z (Å)
C -0.9095 -1.5463 -0.8211
C -0.9863 -0.1303 -0.2343
C -2.2991 0.5266 -0.6671
N 0.1977 0.7918 -0.6018
C 1.0178 1.3514 0.5000
C 1.5627 0.1471 1.4091
N 1.8934 -0.9187 0.4691
H -0.9375 -1.5376 -1.9168
H -0.0556 -2.0703 -0.4300
H -1.7263 -2.0919 -0.3620
H -0.8362 -0.2700 0.8404
H -2.4016 0.6104 -1.7679
H -2.4829 1.5691 -0.2939
H -3.1897 0.0867 -0.1900
H 0.8430 0.2256 -1.2346
H -0.2679 1.4564 -1.2064
H 0.3770 1.8136 1.2328
H 1.8574 1.9649 0.2147
H 0.8750 0.0667 2.2832
H 2.4998 0.4266 1.8458
H 2.7602 -0.7074 -0.0254
H 2.2086 -1.7643 0.9563

Results
- largest force on an atom (eV/Å) = 3.0
- total charge = +1
- M (Da) = 103.189
- orbital gap (eV) = 11.1
- total energy (Ha) = -308.74331
- structure (SMILES) = CC(C)[NH2+]CCN

These are the Löwdin partial charges, in e, on atoms 1 to 5: -0.04 -0.35 -0.05 0.05 -0.10